P.
Density functional theory data (ωB97M-V/def2-TZVPD) for one molecule with the formula C4H6O3S.

Each line ends with the Mulliken charge.
Geometry (Å):
C1 0.329 1.485 -0.585  -1.125
C2 -0.204 0.357 0.288  0.173
C3 -1.983 -1.169 -0.487  0.171
C4 1.911 -0.713 0.860  0.019
H1 0.855 1.043 -1.367  0.407
H2 0.835 2.177 0.116  0.317
H3 -0.556 2.076 -0.919  0.322
H4 -1.036 0.571 1.145  0.318
H5 -2.564 -1.805 -1.344  0.318
H6 2.407 -1.151 1.777  0.308
O1 -0.621 -0.616 -0.678  -0.236
O2 -2.711 -1.078 0.500  -0.437
O3 0.754 -0.068 1.169  -0.294
S1 2.584 -1.109 -0.475  -0.262

Its LUMO energy is 0.4 eV. For the HOMO energy, the calculation gives -9.027 eV. Its HOMO-LUMO gap is 9.39 eV. The structure (SMILES) is C[C@@H](OC=O)OC=S. Its multiplicity is 1.



Q.
Density functional theory data (ωB97M-V/def2-TZVPD) for a 2-piece molecular cluster, C4H6O3S overall.

Each line ends with the Mulliken charge.
Geometry (Å):
C1 0.783 0.723 -0.333  0.737
C2 -0.829 -0.434 0.513  0.025
C3 1.918 0.561 0.530  -1.253
C4 -1.894 0.123 -0.383  -0.851
O1 0.548 1.160 -1.414  -0.410
O2 -2.347 0.184 2.599  -0.505
O3 0.139 0.239 2.987  -0.516
S1 -0.981 0.307 2.073  0.841
H1 2.984 0.775 0.113  0.300
H2 1.832 -0.338 1.134  0.418
H3 1.771 1.202 1.359  0.406
H4 -2.726 0.695 0.322  0.248
H5 -1.534 0.919 -1.069  0.271
H6 -2.515 -0.648 -0.934  0.288

Its LUMO energy is -1.6 eV. For the HOMO energy, the calculation gives -9.350 eV. Its HOMO-LUMO gap is 7.75 eV. Its multiplicity is 1.



Which of them is most stable? Easy: P.



P.
Density functional theory data (ωB97M-V/def2-TZVPD) for an isolated ion of composition NO4P and charge -2.

Each line ends with the Mulliken charge.
Geometry (Å):
N1 -1.070 -0.638 -0.248  -0.059
O1 0.486 0.382 1.545  -0.782
O2 0.677 1.338 -0.828  -0.767
O3 -2.140 0.017 -0.193  -0.413
O4 1.500 -1.213 -0.324  -0.908
P1 0.547 0.115 0.048  0.928

The charge is -2. Its LUMO energy (alpha / beta) is 7.5 / 7.5 eV. For the HOMO energy (alpha / beta), the calculation gives 0.817 / 0.812 eV. Its HOMO-LUMO gap (alpha / beta) is 6.71 / 6.72 eV. The structure (SMILES) is O=NP(=O)([O-])[O-]. Its multiplicity is 1.



Q.
Density functional theory data (ωB97M-V/def2-TZVPD) for a 2-piece molecular cluster, NO4P overall.

Each line ends with the Mulliken charge.
Geometry (Å):
N1 0.924 -0.768 0.581  0.130
O1 -2.075 0.213 -1.215  -0.507
O2 -0.892 2.058 -0.118  -0.536
O3 1.978 -1.072 -0.032  -0.522
O4 0.772 -1.222 1.746  -0.578
P1 -0.707 0.790 -0.962  0.013

The charge is -2. Its LUMO energy is 7.7 eV. For the HOMO energy, the calculation gives 0.688 eV. Its HOMO-LUMO gap is 6.99 eV. Its multiplicity is 1.



Which of them is most stable? Easy: P.



P.
Density functional theory data (ωB97M-V/def2-TZVPD) for an isolated ion of composition C3H8NOS and charge +1.

Each line ends with the Mulliken charge.
Geometry (Å):
C1 2.605 -1.023 -0.044  0.058
C2 -0.260 0.346 -0.365  0.318
C3 -0.983 1.557 0.357  -1.397
N1 -0.086 -0.876 0.345  -0.549
O1 2.541 0.168 0.389  -0.165
S1 1.462 1.307 -0.130  0.105
H1 3.493 -1.560 0.370  0.291
H2 2.147 -1.587 -0.869  0.314
H3 -0.660 0.234 -1.466  0.326
H4 -0.733 1.546 1.407  0.452
H5 -1.986 1.670 0.159  0.394
H6 -0.464 2.478 -0.030  0.352
H7 -0.283 -1.654 -0.253  0.258
H8 -0.693 -0.864 1.187  0.244

The charge is +1. Its LUMO energy is -5.7 eV. For the HOMO energy, the calculation gives -14.072 eV. Its HOMO-LUMO gap is 8.33 eV. Its multiplicity is 1.



Q.
Density functional theory data (ωB97M-V/def2-TZVPD) for an isolated ion of composition C3H8NOS and charge +1.

Each line ends with the Mulliken charge.
Geometry (Å):
C1 0.585 1.279 -0.439  -0.127
C2 1.194 0.020 -0.975  -0.359
C3 -0.801 -0.833 2.658  -0.796
N1 0.561 -0.278 -2.385  -0.383
O1 -0.235 0.088 -0.110  -0.177
S1 -1.594 -0.137 1.151  0.212
H1 1.142 1.737 0.348  0.231
H2 0.062 1.951 -1.003  0.265
H3 -0.245 -0.014 3.102  0.282
H4 -0.177 -1.664 2.359  0.293
H5 -1.476 -1.132 3.343  0.398
H6 1.145 -0.905 -2.928  0.378
H7 0.273 0.668 -2.875  0.379
H8 -0.434 -0.780 -2.245  0.403

The charge is +1. Its LUMO energy is -5.4 eV. For the HOMO energy, the calculation gives -13.589 eV. Its HOMO-LUMO gap is 8.22 eV. Its multiplicity is 1.



Which of them is most stable? Easy: P.